{"formula": "C5H10OSi", "method": "ωB97M-V with the def2-TZVPD basis set", "total_charge": 0, "energy_ha": -561.20251, "de_lowest_kcal_mol": 8.6, "lumo_energy_ev": 0.826, "elements": ["C", "C", "Si", "C", "O", "C", "C", "H", "H", "H", "H", "H", "H", "H", "H", "H", "H"], "positions_angstrom": [[2.50051, -0.52186, -0.69263], [1.46741, -1.14632, -0.14510], [0.07638, -0.08306, 0.53344], [0.13377, 1.99301, -0.04729], [0.47260, 0.09653, 2.11662], [-1.72612, -0.63434, 0.34143], [-2.43254, -0.80909, -0.74316], [3.36146, -0.92585, -1.27731], [2.37276, 0.60001, -0.76615], [1.31901, -2.23411, -0.23273], [-0.62977, 2.58464, 0.50864], [1.19308, 2.18021, -0.03165], [-0.05853, 2.12056, -1.10668], [-0.21359, -0.22515, 2.73276], [-2.28565, -0.81653, 1.19197], [-3.39096, -1.31694, -0.51747], [-2.15980, -0.86172, -1.86469]]}

---

{"formula": "C5H10P2S", "method": "ωB97M-V with the def2-TZVPD basis set", "total_charge": 0, "energy_ha": -1277.31952, "de_lowest_kcal_mol": 0.0, "lumo_energy_ev": -0.009, "elements": ["C", "C", "C", "C", "C", "P", "P", "S", "H", "H", "H", "H", "H", "H", "H", "H", "H", "H"], "positions_angstrom": [[-0.29712, -0.50964, -1.28848], [-0.80955, 1.30581, 0.33442], [-1.01347, 2.55674, 1.05537], [0.12307, -1.98076, 0.73497], [0.08455, -1.94053, -0.79752], [0.69018, 1.12597, -0.91149], [-1.82783, 0.20132, -0.50410], [2.59244, 0.40577, -0.31365], [-0.22518, -0.67838, -2.43088], [-0.80118, 3.35520, 0.45799], [-0.50851, 2.53031, 2.00375], [-1.99923, 2.64008, 1.46810], [0.69137, -1.29262, 1.22921], [0.52332, -2.89666, 1.04046], [-0.82445, -1.74475, 1.04740], [-0.74170, -2.42774, -1.32656], [1.12934, -2.16484, -1.06170], [3.21393, 1.51470, -0.73729]]}

---

{"formula": "C5H10S", "method": "ωB97M-V with the def2-TZVPD basis set", "total_charge": 0, "energy_ha": -594.64487, "de_lowest_kcal_mol": 31.5, "lumo_energy_ev": 0.987, "elements": ["C", "C", "C", "C", "C", "S", "H", "H", "H", "H", "H", "H", "H", "H", "H", "H"], "positions_angstrom": [[-2.83070, -0.74441, 0.21692], [-1.80885, 0.18622, -0.42466], [-0.91973, 0.78931, 0.24440], [0.31424, 1.34594, -0.28361], [1.52698, 0.72594, 0.40374], [1.80090, -0.97845, -0.12612], [-3.73080, -0.76391, -0.44809], [-2.43522, -1.82173, 0.11773], [-3.07651, -0.50144, 1.28320], [-1.86245, 0.10724, -1.57030], [-0.91436, 0.68846, 1.32819], [0.55588, 1.19577, -1.34367], [0.35755, 2.42506, -0.22596], [1.47321, 0.81317, 1.56801], [2.48920, 1.19001, 0.01595], [0.63742, -1.49542, 0.35202]]}

---

Frontier orbital gap: 0.3735, 0.3063, 0.3673 (Ha)